# 1
Formula: C5H12NOS
Source: the OMol25 dataset
Level of theory: ωB97M-V/def2-TZVPD

Its total energy is -19753.2617 eV. As for the charge: -1. The HOMO energy comes out at -2.72 eV. Its SMILES is CCN[C@H](CO)C[S-]. The energy above the lowest of the compared OMol25 structures with the same formula, charge and spin is 22.34 kcal per mole.

Each line ends with the natural charge from an NBO analysis.
Positions of all 20 atoms, in Å:
H (1.56, -1.20, -2.59)  0.197
O (-2.41, 0.56, 1.42)  -0.779
H (0.14, -2.04, -0.04)  0.184
H (0.55, 0.58, -1.20)  0.331
H (-0.06, -0.37, 1.45)  0.193
H (-1.99, 0.96, 2.22)  0.499
C (-0.05, 0.46, 0.74)  -0.097
H (0.75, -2.77, -2.48)  0.193
H (-1.50, 1.93, 0.18)  0.158
C (0.68, 1.65, 1.34)  -0.507
H (-0.81, -1.28, -1.30)  0.155
H (1.74, 1.41, 1.46)  0.190
C (1.18, -1.96, -1.91)  -0.608
H (0.62, 2.47, 0.62)  0.166
C (-1.49, 0.86, 0.39)  -0.078
S (-0.09, 2.13, 2.93)  -0.708
N (0.71, -0.07, -0.44)  -0.623
H (2.07, -2.29, -1.38)  0.204
H (-1.82, 0.32, -0.50)  0.147
C (0.21, -1.36, -0.90)  -0.216


# 2
Formula: C5H8N2
Source: the OMol25 dataset
Level of theory: ωB97M-V/def2-TZVPD

Its total energy is -8293.4415 eV. The HOMO energy comes out at -9.61 eV. Its SMILES is C=C(C)CNC#N. The energy above the lowest of the compared OMol25 structures with the same formula, charge and spin is 35.85 kcal per mole.

Each line ends with the natural charge from an NBO analysis.
Positions of all 15 atoms, in Å:
H (0.50, -0.02, 1.97)  0.214
N (2.17, -1.96, -0.60)  -0.383
C (1.18, 0.98, -0.38)  -0.376
H (2.02, 0.75, 0.26)  0.206
H (-1.57, 2.19, -0.44)  0.228
H (-1.23, -0.22, 1.62)  0.212
H (-1.12, 1.19, -1.83)  0.226
C (-0.23, -0.21, 1.17)  -0.241
N (0.03, -1.57, 0.65)  -0.654
C (-1.30, 1.17, -0.75)  -0.647
C (1.17, -1.75, -0.05)  0.424
H (-0.76, -2.09, 0.28)  0.409
H (1.43, 1.36, -1.37)  0.206
H (-2.16, 0.53, -0.55)  0.206
C (-0.07, 0.74, 0.01)  -0.029


# 3
Formula: C21H56N3O4Si4TeY
Source: the OMol25 dataset
Level of theory: ωB97M-V/def2-TZVPD

Its total energy is -75186.2178 eV. As for the charge: +2. The HOMO energy comes out at -12.14 eV. The energy above the lowest of the compared OMol25 structures with the same formula, charge and spin is 11.58 kcal per mole.

Each line ends with the Mulliken charge.
Positions of all 90 atoms, in Å:
H (2.49, 2.71, -2.97)  0.442
O (4.48, -0.59, -1.17)  0.033
H (-3.29, -1.15, -1.24)  0.287
C (4.41, -2.71, -2.23)  -0.872
H (-1.49, 5.78, 1.51)  0.386
C (-3.13, -0.24, -1.82)  -0.406
Te (0.05, 1.28, 0.23)  -0.572
H (0.47, 1.28, -2.88)  -0.211
H (-4.51, -0.38, 4.54)  0.398
C (4.99, 0.75, -1.14)  -1.011
O (3.00, -2.52, -2.34)  0.003
H (-1.03, 0.20, 4.29)  0.441
H (0.73, -4.65, 1.22)  0.368
H (-2.87, -2.11, 1.03)  -0.189
H (3.85, -3.21, 1.31)  0.384
Si (-3.63, 1.31, -0.85)  0.357
H (3.09, -0.70, -4.41)  0.366
C (0.74, -3.97, 0.36)  -1.381
C (2.58, 1.63, -2.89)  -0.597
C (3.83, 1.67, -0.81)  -0.600
H (-0.39, 2.94, 3.57)  0.253
H (2.59, -3.73, -0.39)  0.140
C (2.49, -1.92, 2.32)  0.020
H (-3.69, -2.58, 2.52)  0.424
H (5.79, 0.84, -0.40)  0.435
H (-0.51, -0.91, 3.03)  -0.663
C (5.12, -1.38, -2.17)  -0.660
H (3.80, -0.66, 1.36)  0.298
O (2.67, 1.24, -1.52)  0.582
H (-1.38, -3.61, 0.47)  0.750
H (-2.08, -0.16, -2.12)  -0.404
H (1.22, 1.10, -4.50)  0.568
H (1.43, -1.86, 2.60)  -0.207
N (-0.42, -2.13, -0.75)  -0.130
C (2.15, -1.21, -4.18)  -0.595
H (-3.67, 3.72, -1.50)  0.303
C (-1.34, -0.65, 3.69)  -0.252
C (-3.27, 2.80, -1.93)  -1.116
H (-1.91, 2.75, 4.46)  0.268
H (-1.13, -1.41, -0.65)  -0.591
H (2.45, 0.09, 1.90)  0.228
H (-0.46, 4.52, 0.82)  0.248
N (2.80, -0.76, 1.46)  -0.522
H (-4.50, -1.54, 1.35)  0.362
H (3.06, -1.90, 3.25)  0.553
H (-3.73, 2.67, -2.92)  0.407
Si (-2.33, 3.55, 2.14)  0.441
H (3.48, 1.31, -3.43)  0.298
H (1.53, -1.24, -5.07)  0.475
H (-3.73, -0.33, -2.73)  0.514
H (-1.23, 4.35, 4.21)  0.418
Si (-2.34, 1.44, 1.11)  0.228
C (-1.38, 3.38, 3.74)  -1.000
H (4.58, -3.26, -1.30)  0.262
H (4.07, 2.71, -1.06)  0.497
H (-4.13, 5.00, 3.01)  0.400
H (-3.89, 1.27, 4.41)  0.273
N (2.02, -3.24, 0.28)  0.166
Y (1.68, -0.86, -0.76)  0.618
H (-4.65, 3.31, 3.05)  0.310
C (-0.45, -3.04, 0.42)  0.328
O (1.47, -0.48, -3.15)  -0.186
H (-1.54, -1.49, 4.36)  0.417
H (-6.07, 1.21, -1.32)  0.396
H (5.07, -0.87, -3.13)  0.395
Si (-2.88, -0.22, 2.69)  0.374
C (1.35, 0.94, -3.43)  -0.422
C (-1.50, 4.80, 1.03)  -0.999
H (5.41, 1.00, -2.12)  0.484
C (-4.22, 0.41, 3.83)  -1.105
C (-5.45, 1.22, -0.42)  -1.016
H (-2.20, 2.94, -2.07)  0.298
H (2.57, -4.06, 2.17)  0.414
H (-0.69, -2.64, -1.59)  0.387
H (3.04, -3.16, -4.33)  0.482
H (-5.69, 0.32, 0.15)  0.285
H (-2.02, 4.91, 0.07)  0.259
C (-3.54, -1.76, 1.82)  -0.713
H (-5.12, 0.70, 3.28)  0.324
C (2.78, -3.19, 1.55)  -1.068
H (6.18, -1.54, -1.92)  0.478
C (2.41, -2.60, -3.65)  -0.874
H (3.56, 1.64, 0.25)  0.268
H (1.46, -3.13, -3.53)  0.303
H (-5.76, 2.09, 0.18)  0.307
H (4.79, -3.31, -3.05)  0.514
H (-0.41, -2.41, 1.32)  -0.299
H (-4.65, 4.21, 1.52)  0.283
H (0.65, -4.60, -0.53)  0.458
C (-4.11, 4.05, 2.46)  -0.996


# 4
Formula: C11H16O2P
Source: the OMol25 dataset
Level of theory: ωB97M-V/def2-TZVPD

Its total energy is -25040.5313 eV. As for the charge: +1. The HOMO energy comes out at -12.69 eV. The energy above the lowest of the compared OMol25 structures with the same formula, charge and spin is 30.99 kcal per mole.

Each line ends with the natural charge from an NBO analysis.
Positions of all 30 atoms, in Å:
C (2.12, -1.90, -1.87)  -0.196
H (1.74, -3.89, -2.63)  0.241
C (1.29, 2.42, 1.72)  -0.255
H (-1.53, -1.18, -2.77)  0.219
H (-1.18, 1.40, -2.22)  0.288
H (0.39, 1.93, -1.53)  0.293
H (-2.29, -0.90, 0.96)  0.265
H (-0.63, -2.63, 1.37)  0.246
C (1.29, -2.90, -2.40)  -0.179
C (0.29, -0.24, -1.97)  -0.099
C (1.59, -0.64, -1.61)  -0.200
H (0.68, -1.32, 0.80)  0.242
H (1.12, 2.57, 2.79)  0.179
H (0.64, 3.11, 1.18)  0.159
C (-0.32, -1.67, 0.91)  -0.179
C (-2.43, 2.63, 1.58)  -0.239
H (-0.60, -3.28, -3.29)  0.235
H (2.35, 2.62, 1.44)  0.197
C (-0.31, 1.05, -1.66)  -0.736
H (-3.33, 2.00, 1.78)  0.211
H (-1.80, 2.69, 2.43)  0.215
C (-0.53, -1.29, -2.46)  -0.205
C (-0.03, -2.56, -2.62)  -0.202
H (3.21, -1.94, -1.80)  0.238
H (2.19, 0.09, -1.20)  0.219
O (-1.72, 2.13, 0.41)  -0.804
H (-2.72, 3.60, 1.13)  0.231
O (1.02, 1.15, 1.27)  -0.708
P (-0.86, 0.87, 0.09)  2.012
C (-1.25, -0.74, 0.74)  -0.690


# 5
Formula: C5H8Cl2
Source: the OMol25 dataset
Level of theory: ωB97M-V/def2-TZVPD

Its total energy is -30356.9190 eV. The HOMO energy comes out at -9.41 eV. The energy above the lowest of the compared OMol25 structures with the same formula, charge and spin is 68.32 kcal per mole.

Each line ends with the natural charge from an NBO analysis.
Positions of all 15 atoms, in Å:
H (-1.18, -2.15, -0.62)  0.241
H (-1.61, 0.02, 1.49)  0.218
H (1.49, 0.31, -1.89)  0.216
H (1.64, 1.14, -0.26)  0.227
H (-0.92, -1.27, -2.24)  0.241
C (-0.91, -1.10, -1.10)  -0.423
H (-0.09, 1.42, 2.87)  0.212
Cl (-2.39, -0.05, -0.95)  -0.071
C (-0.50, 0.12, 1.35)  -0.129
C (0.97, 0.65, -1.06)  -0.645
Cl (1.41, -1.66, 0.29)  -0.005
H (1.35, 0.92, 1.86)  0.201
H (0.14, 1.33, -1.43)  0.231
C (0.31, 0.85, 2.06)  -0.456
C (0.28, -0.53, -0.36)  -0.058


# 6
Formula: C22H30N2O4
Source: the OMol25 dataset
Level of theory: ωB97M-V/def2-TZVPD

Its total energy is -34473.0655 eV. The HOMO energy comes out at -9.35 eV. Its SMILES is COC(=O)c1ccc(CNC(=O)[C@@H]2CCC(=O)N(C3CCCCCC3)C2)cc1. The energy above the lowest of the compared OMol25 structures with the same formula, charge and spin is 2.51 kcal per mole.

Each line ends with the natural charge from an NBO analysis.
Positions of all 58 atoms, in Å:
C (-0.22, -0.93, 0.39)  -0.416
C (-0.71, -1.59, -0.90)  -0.429
H (-0.97, -1.09, 1.16)  0.207
C (-1.03, 2.80, 0.61)  -0.173
C (4.58, 1.06, 0.14)  -0.393
H (-2.02, -3.15, -1.55)  0.205
H (-1.16, 2.10, -2.70)  0.208
H (1.78, -2.99, -0.41)  0.242
O (-4.70, 1.04, 1.68)  -0.593
O (-5.11, 0.61, -0.49)  -0.507
H (-3.34, 1.17, -2.01)  0.232
C (0.75, 3.20, -1.10)  -0.254
C (-1.46, -2.89, -0.65)  -0.389
C (-0.57, -4.08, -0.29)  -0.390
C (-3.08, 1.68, 0.05)  -0.179
H (-2.19, -2.73, 0.15)  0.186
C (0.33, -3.84, 0.93)  -0.403
C (3.47, 1.61, 1.04)  -0.311
H (5.21, 0.40, 0.73)  0.208
C (-0.63, 2.74, -0.73)  -0.045
H (1.73, 0.81, 2.02)  0.209
O (2.36, -1.32, -1.60)  -0.647
H (0.07, -4.32, -1.14)  0.197
C (-4.36, 1.09, 0.52)  0.778
H (0.13, -1.76, -1.57)  0.237
H (-0.26, -3.48, 1.77)  0.191
N (1.72, 2.31, -0.51)  -0.624
H (-6.18, -0.82, 0.54)  0.194
C (-2.25, 2.28, 0.99)  -0.162
H (5.21, 1.88, -0.22)  0.227
C (-6.35, 0.03, -0.11)  -0.258
H (2.35, -3.14, 1.25)  0.203
C (1.48, -2.88, 0.64)  -0.420
C (-1.47, 2.15, -1.66)  -0.170
H (3.22, -0.11, 2.30)  0.200
C (3.98, 0.31, -1.04)  -0.508
C (2.64, 0.43, 1.54)  -0.201
H (0.96, 4.20, -0.70)  0.251
H (-6.83, -0.28, -1.04)  0.195
H (-0.15, 0.15, 0.25)  0.213
H (-1.21, -4.94, -0.09)  0.203
C (-2.69, 1.63, -1.28)  -0.172
N (2.23, -0.52, 0.51)  -0.458
C (2.65, 2.71, 0.38)  0.680
H (3.93, 2.08, 1.91)  0.246
O (2.82, 3.88, 0.66)  -0.626
H (3.65, 1.00, -1.81)  0.236
C (1.14, -1.42, 0.93)  -0.021
H (-2.57, 2.31, 2.02)  0.237
H (-6.97, 0.76, 0.41)  0.195
C (2.79, -0.59, -0.72)  0.677
H (0.87, 3.22, -2.19)  0.201
H (1.57, 1.32, -0.68)  0.409
H (-1.39, -0.89, -1.39)  0.208
H (1.11, -1.31, 2.02)  0.201
H (0.75, -4.80, 1.22)  0.211
H (-0.38, 3.27, 1.33)  0.215
H (4.74, -0.34, -1.50)  0.246


# 7
Formula: C26H30B2N3O18
Source: the OMol25 dataset
Level of theory: ωB97M-V/def2-TZVPD

Its total energy is -70140.4915 eV. As for the charge: -1. The HOMO energy comes out at -6.86 eV. The energy above the lowest of the compared OMol25 structures with the same formula, charge and spin is 0.00 kcal per mole.

Each line ends with the Mulliken charge.
Positions of all 79 atoms, in Å:
C (8.95, -21.93, 27.40)  0.617
O (8.08, -19.78, 27.51)  -0.563
C (7.87, -20.99, 28.01)  0.492
H (4.56, -16.69, 28.25)  0.427
O (11.39, -16.98, 26.94)  -0.637
H (2.70, -15.69, 22.73)  0.300
O (8.51, -21.77, 22.20)  -0.669
C (7.03, -15.72, 26.20)  -0.554
H (5.29, -18.63, 21.48)  -0.115
C (6.26, -21.28, 22.41)  0.526
H (10.55, -17.30, 17.91)  0.226
H (11.45, -15.86, 22.44)  0.485
H (4.13, -18.18, 23.43)  0.033
H (9.92, -18.97, 20.33)  0.100
C (4.69, -15.49, 21.88)  -0.566
O (10.34, -18.90, 27.48)  -0.573
C (12.06, -14.44, 20.94)  -0.696
H (4.29, -15.00, 20.99)  0.351
H (12.22, -12.91, 19.40)  0.400
H (8.58, -17.64, 16.85)  0.248
C (7.77, -18.26, 18.80)  -0.389
C (3.70, -16.11, 22.87)  -0.539
H (8.67, -16.11, 22.37)  0.849
H (10.49, -17.32, 20.17)  0.030
H (8.56, -19.33, 17.07)  0.327
O (7.98, -19.59, 22.08)  -0.724
C (5.19, -16.67, 27.37)  -0.225
O (9.20, -19.16, 25.43)  -0.212
C (8.70, -18.40, 17.63)  -0.653
H (13.13, -14.62, 21.00)  0.420
O (8.10, -23.45, 23.95)  -0.356
C (11.59, -13.48, 20.07)  -0.206
C (9.83, -18.06, 19.72)  -0.028
O (8.03, -24.13, 21.71)  -0.475
C (7.70, -20.75, 22.22)  0.467
O (7.00, -21.32, 28.73)  -0.609
O (8.81, -26.21, 22.00)  -0.591
H (9.77, -12.47, 19.42)  0.359
C (8.62, -24.67, 23.90)  0.635
C (10.12, -18.24, 18.23)  -0.624
H (7.92, -16.77, 23.74)  0.397
H (10.81, -19.06, 18.02)  0.393
O (6.33, -22.57, 22.58)  -0.626
C (10.70, -17.91, 26.67)  0.278
H (5.32, -14.74, 22.37)  0.337
N (8.05, -16.90, 22.71)  0.813
H (6.53, -18.71, 25.07)  0.521
H (6.87, -17.68, 18.58)  0.311
H (4.78, -18.68, 26.89)  0.505
C (5.37, -17.81, 26.62)  -0.893
H (4.20, -17.73, 20.40)  0.389
O (9.76, -21.16, 26.68)  -0.533
C (6.25, -17.78, 25.57)  -0.275
O (5.27, -20.60, 22.37)  -0.578
O (8.52, -17.53, 19.78)  0.057
C (4.70, -17.72, 21.37)  -0.083
H (6.07, -14.76, 27.84)  0.423
O (10.18, -17.43, 24.35)  -0.574
H (3.93, -15.92, 23.92)  0.156
C (9.99, -18.12, 25.32)  0.523
H (7.80, -14.98, 26.02)  0.504
N (7.13, -16.79, 25.42)  -0.288
H (7.09, -16.79, 22.30)  0.277
H (2.77, -18.04, 22.34)  0.545
C (9.39, -13.96, 20.87)  -0.268
C (10.24, -13.18, 20.09)  -0.671
C (6.07, -15.61, 27.17)  -0.765
B (7.77, -23.00, 22.58)  1.117
N (9.83, -14.90, 21.69)  -0.395
H (8.43, -17.81, 22.44)  0.425
O (8.99, -23.10, 27.53)  -0.576
C (8.54, -25.14, 22.43)  0.470
O (9.00, -25.32, 24.80)  -0.571
H (7.45, -19.20, 19.26)  0.119
B (9.37, -19.76, 26.79)  1.333
C (11.14, -15.12, 21.71)  -0.352
O (5.55, -16.57, 21.47)  -0.632
H (8.32, -13.83, 20.83)  0.354
C (3.75, -17.63, 22.57)  -0.459


# 8
Formula: C4H7I2N
Source: the OMol25 dataset
Level of theory: ωB97M-V/def2-TZVPD

Its total energy is -21948.5387 eV. The HOMO energy (spin up / spin down) comes out at -8.84 / -8.29 eV. The energy above the lowest of the compared OMol25 structures with the same formula, charge and spin is 70.61 kcal per mole.

Each line ends with the natural charge from an NBO analysis.
Positions of all 14 atoms, in Å:
H (-0.46, -1.06, -2.25)  0.246
H (-0.09, 0.53, -1.67)  0.213
H (-0.62, 1.94, 1.33)  0.230
H (-0.70, -0.59, 1.62)  0.203
I (2.36, -0.64, -2.35)  0.084
C (-0.05, -0.89, -0.30)  -0.012
C (-1.07, 1.25, 0.63)  -0.619
H (0.05, -1.94, -0.27)  0.188
C (0.26, -0.49, -1.65)  -0.578
N (1.29, 0.30, 1.01)  -0.500
I (2.25, -0.85, 2.43)  0.278
C (-0.17, 0.04, 0.91)  -0.166
H (-1.02, 1.59, -0.41)  0.209
H (-2.01, 0.81, 0.97)  0.223